This record from the Open Molecules 2025 dataset describes 3 unconnected molecules or ions with the total composition C33H52BBrN4O3S at a distorted geometry. The level of theory is ωB97M-V/def2-TZVPD.

Element x y z (Å)
C 6.82 -1.57 -0.97
C 5.99 -1.63 -2.33
Br 7.31 -1.44 -3.82
C 5.22 -3.02 -2.42
C 3.68 -2.92 -2.21
C 2.86 -4.03 -2.76
C 1.39 -4.03 -2.66
C 0.68 -2.91 -2.00
C 1.51 -1.85 -1.45
C 2.99 -1.82 -1.54
S 0.71 -0.45 -0.59
C -0.96 -0.47 -1.33
C -1.73 0.77 -1.30
C -3.07 0.82 -1.87
C -3.59 -0.41 -2.50
C -2.81 -1.66 -2.52
C -1.46 -1.72 -1.91
N -0.77 -3.01 -1.94
B -1.25 -3.81 -0.78
N -0.34 -4.49 0.20
O -2.65 -3.99 -0.54
H 7.79 -2.11 -1.15
H 7.00 -0.48 -0.75
H 6.20 -2.03 -0.16
H 5.30 -0.75 -2.41
H 5.37 -3.38 -3.48
H 5.73 -3.77 -1.76
H 3.34 -4.91 -3.25
H 0.85 -4.91 -3.09
H 3.58 -0.98 -1.10
H -1.27 1.66 -0.81
H -3.65 1.77 -1.81
H -4.62 -0.37 -2.93
H -3.30 -2.53 -3.02
H 0.21 -3.81 0.73
H 0.25 -5.19 -0.25
H -2.84 -3.42 0.24
C 1.67 3.86 -4.10
C 0.32 4.51 -3.68
C 0.17 5.91 -4.29
C 1.03 6.97 -3.62
C 0.76 7.00 -2.12
C 0.94 5.62 -1.46
N 0.20 4.53 -2.18
O -1.09 4.67 -1.87
C 2.45 5.31 -1.39
C 0.52 5.71 0.02
C -0.72 3.60 -4.35
H 2.12 4.38 -4.95
H 2.42 3.83 -3.31
H 1.54 2.81 -4.38
H -0.87 6.23 -4.24
H 0.41 5.88 -5.36
H 2.09 6.78 -3.82
H 0.81 7.95 -4.05
H 1.42 7.73 -1.65
H -0.26 7.36 -1.95
H 2.63 4.28 -1.06
H 2.95 5.96 -0.67
H 2.98 5.48 -2.33
H -0.50 6.06 0.15
H 1.16 6.42 0.56
H 0.62 4.74 0.51
H -0.70 2.59 -3.94
H -0.53 3.52 -5.42
H -1.74 3.98 -4.25
C -3.61 -1.59 3.28
C -2.27 -2.30 3.62
C -2.43 -3.83 3.60
C -3.17 -4.38 4.81
C -2.50 -3.91 6.10
C -2.35 -2.38 6.17
N -1.75 -1.80 4.93
O -0.44 -2.07 4.96
C -3.75 -1.77 6.43
C -1.55 -2.00 7.43
C -1.36 -1.92 2.43
H -4.32 -2.29 2.82
H -4.11 -1.13 4.12
H -3.46 -0.77 2.58
H -1.45 -4.31 3.55
H -2.95 -4.14 2.69
H -4.22 -4.07 4.79
H -3.17 -5.47 4.78
H -3.07 -4.27 6.96
H -1.51 -4.38 6.17
H -3.73 -0.68 6.35
H -4.09 -2.00 7.45
H -4.53 -2.17 5.78
H -0.57 -2.48 7.46
H -2.08 -2.32 8.33
H -1.42 -0.92 7.50
H -1.17 -0.85 2.40
H -1.85 -2.20 1.49
H -0.40 -2.44 2.45

E_LUMO (spin up / spin down), hartree: 0.017 / -0.003
Total charge: 0
⟨S²⟩: 2.01
DFT total energy, eV: -128718.1053
HOMO-LUMO gap (spin up / spin down), Ha: 0.307 / 0.287
2S+1: 3

Here are the Mulliken charges for atoms 1 to 5, given in e: C -1.205; C -0.168; Br -0.172; C -0.753; C 0.696

This record from the Open Molecules 2025 dataset describes a molecular structure, C2H6Br2N2S at a distorted geometry. The level of theory is ωB97M-V/def2-TZVPD.

Element x y z (Å)
C -0.70 -0.25 -1.13
C 0.90 0.38 1.08
N 0.18 2.32 -0.44
N -2.17 1.61 1.02
S -0.51 1.11 0.13
Br -0.72 3.46 -1.61
Br -3.06 0.17 1.59
H -0.40 -1.09 -0.61
H -1.70 -0.19 -1.45
H -0.03 0.13 -1.98
H 1.19 1.04 1.81
H 0.57 -0.51 1.65
H 1.67 0.23 0.23

E_LUMO, hartree: 0.005
Total charge: 0
DFT total energy, eV: -156065.1918
HOMO-LUMO gap, Ha: 0.300
2S+1: 1

Here are the Mulliken charges for atoms 1 to 5, given in e: C -1.066; C -0.987; N -0.483; N -0.365; S 0.826

This record from the Open Molecules 2025 dataset describes C20H20N2O3 in the gas phase at a distorted geometry. The level of theory is ωB97M-V/def2-TZVPD.

Element x y z (Å)
O 0.44 2.70 -2.16
C 0.37 1.49 -2.24
C 1.06 0.70 -3.34
C 2.56 1.01 -3.40
C 3.36 0.26 -2.34
C 2.94 0.60 -0.95
C 3.21 1.77 -0.29
N 2.66 1.74 0.96
C 2.01 0.55 1.14
C 1.29 0.06 2.22
C 0.72 -1.18 2.10
C 0.85 -1.93 0.93
C 1.58 -1.46 -0.15
C 2.17 -0.20 -0.06
N -0.40 0.75 -1.41
C -1.10 1.36 -0.29
C -2.02 0.37 0.36
C -2.77 -0.50 -0.42
C -3.62 -1.45 0.15
C -3.69 -1.48 1.52
C -2.95 -0.60 2.31
C -2.11 0.34 1.75
O -3.21 -0.84 3.63
C -4.13 -1.91 3.65
O -4.43 -2.31 2.33
H 0.90 -0.37 -3.21
H 0.60 1.01 -4.28
H 2.68 2.09 -3.26
H 2.94 0.75 -4.39
H 3.24 -0.82 -2.49
H 4.42 0.50 -2.47
H 3.76 2.62 -0.62
H 2.71 2.48 1.64
H 1.19 0.64 3.13
H 0.15 -1.59 2.92
H 0.38 -2.90 0.87
H 1.69 -2.06 -1.04
H -0.25 -0.24 -1.34
H -1.65 2.22 -0.69
H -0.38 1.74 0.44
H -2.70 -0.45 -1.49
H -4.19 -2.13 -0.45
H -1.55 1.01 2.37
H -5.06 -1.58 4.15
H -3.70 -2.76 4.21

E_LUMO, hartree: 0.029
Total charge: 0
DFT total energy, eV: -30187.8955
HOMO-LUMO gap, Ha: 0.317
Energy above the lowest of the compared OMol25 structures with the same formula, charge and spin, kcal per mole: 37.64
Structure (SMILES): O=C(CCCc1c[nH]c2ccccc12)NCc1ccc2c(c1)OCO2
2S+1: 1

Here are the Mulliken charges for atoms 1 to 5, given in e: O -0.690; C 0.090; C -0.307; C -0.720; C -1.095

This record from the Open Molecules 2025 dataset describes a molecular structure, C29H26N4O3PPdS3 at a distorted geometry. The level of theory is ωB97M-V/def2-TZVPD.

Element x y z (Å)
Pd 2.06 -0.80 -0.61
O 0.01 1.13 -0.17
S 0.40 1.48 -1.53
O 0.13 2.87 -1.81
O 1.74 1.06 -1.97
C -0.73 0.51 -2.52
C -1.25 1.03 -3.70
C -2.18 0.30 -4.42
C -2.60 -0.93 -3.94
C -2.07 -1.46 -2.77
C -1.10 -0.76 -2.05
P -0.21 -1.51 -0.61
C -0.16 -3.22 -1.34
C -0.96 -4.31 -0.99
C -0.82 -5.52 -1.65
C 0.10 -5.67 -2.67
C 0.90 -4.59 -3.03
C 0.77 -3.39 -2.37
C -1.54 -1.68 0.63
C -2.72 -0.94 0.61
C -3.64 -1.08 1.64
C -3.39 -1.95 2.69
C -2.20 -2.67 2.73
C -1.28 -2.52 1.71
H -0.92 2.01 -4.01
H -2.59 0.70 -5.34
H -3.35 -1.49 -4.49
H -2.41 -2.42 -2.41
H -1.68 -4.20 -0.19
H -1.45 -6.36 -1.37
H 0.18 -6.61 -3.20
H 1.63 -4.71 -3.82
H 1.39 -2.54 -2.63
H -2.91 -0.26 -0.20
H -4.56 -0.51 1.62
H -4.12 -2.07 3.48
H -1.99 -3.32 3.57
H -0.33 -3.05 1.74
N 4.26 -1.09 -2.44
C 4.04 -0.97 -1.03
N 4.73 0.14 -0.51
S 3.77 -2.40 -0.10
H 3.83 -0.30 -2.93
H 3.87 -1.96 -2.77
H 5.50 0.47 -1.06
H 4.89 0.08 0.48
S 0.19 3.30 4.37
C 0.98 2.24 3.16
C 0.92 0.88 3.41
C 1.67 0.04 2.60
N 2.45 0.46 1.61
C 2.42 1.76 1.33
C 1.72 2.70 2.08
C -0.33 4.73 3.45
C 0.55 5.69 2.98
C 0.03 6.79 2.32
N -1.27 7.00 2.14
C -2.11 6.08 2.62
C -1.69 4.93 3.27
H 0.30 0.48 4.20
H 1.67 -1.04 2.77
H 3.00 2.08 0.47
H 1.74 3.73 1.79
H 1.62 5.61 3.14
H 0.68 7.56 1.91
H -3.17 6.28 2.47
H -2.40 4.20 3.63

E_LUMO, hartree: 0.087
Total charge: -1
DFT total energy, eV: -87875.3527
HOMO-LUMO gap, Ha: 0.231
Energy above the lowest of the compared OMol25 structures with the same formula, charge and spin, kcal per mole: 12.09
2S+1: 1

Here are the Mulliken charges for atoms 1 to 5, given in e: Pd -0.185; O -0.446; S 1.508; O -0.812; O -0.715

This record from the Open Molecules 2025 dataset describes 4 unconnected molecules or ions with the total composition C30H49Br2N6O3S2 at a distorted geometry. The level of theory is ωB97M-V/def2-TZVPD.

Element x y z (Å)
C 3.66 -3.90 2.58
C 3.72 -2.60 1.64
C 2.68 -1.44 2.04
O 3.17 -0.17 1.52
C 2.69 0.11 0.23
C 1.33 0.68 -0.23
C 0.29 1.04 0.97
C -0.90 -0.03 1.10
C -0.16 2.59 0.99
C -1.49 2.95 0.18
C -2.61 3.69 1.12
N 1.19 0.82 -1.66
C 0.01 1.33 -2.42
C -1.27 0.36 -2.42
C -1.01 -1.10 -3.02
S 0.04 -2.21 -1.98
C -0.79 -3.83 -1.68
S -2.47 -4.05 -1.74
N 0.00 -5.03 -1.32
C 0.31 -5.88 -2.51
C 1.80 -6.49 -2.44
O 2.73 -5.38 -2.48
C 2.56 -4.48 -1.35
C 1.21 -4.70 -0.51
C 2.49 0.38 -2.20
C 2.99 0.33 -3.71
Br 2.03 -0.96 -4.87
C 2.96 1.87 -4.28
C 3.01 1.92 -5.89
N 3.34 -0.03 -1.09
C 4.73 -0.55 -1.09
C 5.74 0.33 -0.18
O 6.69 -0.29 0.40
Br 5.59 2.27 0.14
H 4.32 -4.73 2.10
H 4.19 -3.63 3.57
H 2.61 -4.33 2.72
H 3.49 -2.88 0.54
H 4.78 -2.13 1.61
H 1.60 -1.63 1.68
H 2.64 -1.33 3.19
H 0.93 0.90 1.92
H -1.95 0.38 0.94
H -0.73 -0.94 0.41
H -0.88 -0.47 2.17
H -0.33 2.87 2.10
H 0.73 3.24 0.64
H -1.97 2.09 -0.40
H -1.20 3.75 -0.60
H -3.22 2.94 1.74
H -3.29 4.35 0.45
H -2.02 4.44 1.77
H -0.22 2.42 -2.13
H 0.35 1.40 -3.52
H -2.05 0.87 -3.11
H -1.78 0.24 -1.41
H -0.67 -0.98 -4.11
H -2.06 -1.61 -3.08
H -0.40 -6.79 -2.46
H 0.07 -5.37 -3.52
H 1.98 -7.14 -3.36
H 1.91 -7.17 -1.53
H 2.62 -3.40 -1.70
H 3.44 -4.69 -0.63
H 1.39 -5.61 0.19
H 0.95 -3.83 0.20
H 4.10 0.04 -3.75
H 3.96 2.33 -3.91
H 2.13 2.50 -3.81
H 2.00 1.71 -6.38
H 3.49 2.91 -6.20
H 3.73 1.07 -6.21
H 4.78 -1.61 -0.65
H 5.21 -0.62 -2.12
C -5.84 3.27 4.20
C -5.46 2.31 3.11
N -5.16 1.56 2.26
H -6.14 2.72 5.09
H -4.99 3.91 4.45
H -6.67 3.90 3.87
C -1.67 7.18 3.89
C -2.93 6.94 4.66
N -3.93 6.76 5.26
H -1.08 6.26 3.84
H -1.90 7.50 2.87
H -1.07 7.96 4.38
C -9.12 -0.04 4.29
C -8.77 1.36 3.90
N -8.49 2.47 3.60
H -8.68 -0.74 3.58
H -8.75 -0.26 5.29
H -10.21 -0.17 4.28

E_LUMO, hartree: -0.122
Total charge: +1
DFT total energy, eV: -208727.8857
HOMO-LUMO gap, Ha: 0.276
2S+1: 1

Here are the Mulliken charges for atoms 1 to 5, given in e: C -1.252; C 0.831; C -0.071; O -0.424; C -0.517

This record from the Open Molecules 2025 dataset describes a molecular structure, C28H79AlBr3F2N13O11P4S2 at a distorted geometry. The level of theory is ωB97M-V/def2-TZVPD.

Element x y z (Å)
Al -20.74 -10.51 4.16
N -16.82 -6.94 6.60
S -16.61 -6.32 7.95
O -17.18 -4.98 8.25
O -15.41 -6.67 8.65
F -17.79 -7.30 8.52
S -15.65 -5.86 5.92
O -14.34 -6.43 5.91
O -15.85 -4.41 6.13
F -16.16 -6.13 4.42
C -8.17 -1.71 6.54
Br -6.20 -1.81 6.62
Br -9.10 -3.03 7.55
Br -9.05 -1.74 4.67
H -8.37 -0.74 6.98
O -21.33 -4.07 1.11
P -21.53 -2.98 0.14
N -20.15 -2.76 -0.98
C -20.14 -3.39 -2.31
C -18.78 -2.27 -0.58
N -21.53 -1.48 0.90
C -21.22 -1.23 2.34
C -21.59 -0.32 0.03
N -23.03 -3.07 -0.67
C -23.27 -4.38 -1.35
C -24.22 -2.40 -0.15
H -19.37 -2.97 -2.95
H -21.13 -3.27 -2.74
H -19.91 -4.46 -2.32
H -18.65 -1.20 -0.75
H -17.91 -2.71 -1.08
H -18.48 -2.33 0.47
H -22.13 -1.02 2.90
H -20.86 -2.22 2.62
H -20.37 -0.58 2.56
H -22.24 -0.56 -0.80
H -22.13 0.45 0.58
H -20.62 0.06 -0.29
H -23.56 -4.26 -2.40
H -22.45 -5.08 -1.27
H -24.12 -4.81 -0.83
H -24.97 -3.15 0.11
H -24.75 -1.84 -0.92
H -24.10 -1.75 0.71
O -3.03 -12.57 6.09
P -4.04 -11.49 6.30
N -3.39 -9.89 6.20
C -2.93 -9.11 7.32
C -2.90 -9.55 4.87
N -4.75 -11.61 7.83
C -4.66 -12.90 8.48
C -5.44 -10.54 8.57
N -5.41 -11.35 5.36
C -6.18 -10.09 5.14
C -6.22 -12.55 5.03
H -2.96 -9.71 8.22
H -3.66 -8.31 7.45
H -1.94 -8.69 7.13
H -1.81 -9.63 4.88
H -3.23 -8.56 4.56
H -3.29 -10.26 4.14
H -5.61 -13.22 8.93
H -4.48 -13.68 7.74
H -3.81 -12.93 9.16
H -5.06 -10.22 9.54
H -5.53 -9.65 7.95
H -6.48 -10.80 8.72
H -7.16 -10.21 5.60
H -5.69 -9.24 5.61
H -6.51 -9.90 4.12
H -6.70 -13.04 5.88
H -5.53 -13.35 4.73
H -6.95 -12.51 4.23
O -16.91 -14.12 8.93
P -16.03 -14.79 9.92
N -16.35 -16.48 10.22
C -16.12 -17.13 11.46
C -16.83 -17.32 9.10
N -16.25 -14.08 11.46
C -15.15 -13.57 12.29
C -17.60 -13.88 11.93
N -14.37 -14.81 9.64
C -13.80 -14.11 8.42
C -13.35 -15.77 10.22
H -17.00 -16.90 12.06
H -15.29 -16.73 12.04
H -16.03 -18.22 11.38
H -17.83 -16.95 8.90
H -16.83 -18.38 9.35
H -16.28 -17.12 8.18
H -14.22 -13.49 11.73
H -15.40 -12.65 12.81
H -14.85 -14.33 13.01
H -18.36 -13.99 11.16
H -17.67 -14.74 12.60
H -17.74 -12.96 12.50
H -13.96 -14.68 7.50
H -14.39 -13.19 8.36
H -12.79 -13.77 8.64
H -13.25 -15.65 11.29
H -12.33 -15.52 9.92
H -13.51 -16.82 10.01
O -25.43 -7.64 8.45
P -26.54 -7.07 9.24
N -27.52 -8.18 10.08
C -28.97 -8.41 9.79
C -26.93 -9.33 10.89
N -27.65 -6.17 8.32
C -28.29 -6.93 7.12
C -27.26 -4.84 7.96
N -26.21 -6.06 10.55
C -24.78 -5.50 10.60
C -27.13 -5.48 11.50
H -29.57 -7.52 9.62
H -29.49 -9.04 10.52
H -29.19 -9.07 8.95
H -27.52 -10.24 10.99
H -26.79 -8.95 11.90
H -26.07 -9.83 10.46
H -28.50 -7.99 7.21
H -29.26 -6.44 7.03
H -27.73 -6.86 6.19
H -26.28 -4.93 7.50
H -27.90 -4.29 7.27
H -27.23 -4.35 8.93
H -24.15 -5.76 9.76
H -24.78 -4.42 10.45
H -24.24 -5.85 11.48
H -28.16 -5.79 11.33
H -27.25 -4.40 11.42
H -26.80 -5.78 12.50
C -12.20 -9.99 -0.94
O -13.11 -10.22 0.16
C -13.86 -11.40 0.34
O -14.86 -11.42 1.05
O -13.60 -12.33 -0.60
C -14.29 -13.61 -0.35
H -11.55 -10.86 -1.02
H -11.74 -9.03 -0.70
H -12.85 -9.88 -1.81
H -15.33 -13.52 -0.67
H -14.39 -13.82 0.72
H -13.70 -14.38 -0.85

E_LUMO, hartree: -0.373
Total charge: +2
DFT total energy, eV: -353171.9572
HOMO-LUMO gap, Ha: 0.031
2S+1: 1

Here are the Mulliken charges for atoms 1 to 5, given in e: Al 0.999; N -0.195; S 1.072; O -0.501; O -0.513

This record from the Open Molecules 2025 dataset describes 2 unconnected molecules or ions with the total composition C9H14 at a distorted geometry. The level of theory is ωB97M-V/def2-TZVPD.

Element x y z (Å)
C 0.61 3.63 1.87
C 0.01 2.59 0.98
C 0.43 2.51 -0.35
C 0.12 1.39 -1.11
C -0.79 0.47 -0.60
C -1.35 0.64 0.64
C -0.94 1.69 1.45
H -0.08 4.43 2.08
H 1.51 4.13 1.52
H 0.87 3.26 2.87
H 1.22 3.19 -0.63
H 0.60 1.25 -2.07
H -0.88 -0.40 -1.24
H -2.23 0.05 0.90
H -1.40 1.89 2.40
C -0.16 -4.02 -0.51
C 0.74 -3.60 -1.70
H 0.22 -3.67 0.45
H -1.21 -3.77 -0.64
H -0.17 -5.11 -0.43
H 1.49 -4.36 -1.92
H 1.34 -2.73 -1.43
H 0.06 -3.46 -2.52

E_LUMO, hartree: 0.038
Total charge: 0
DFT total energy, eV: -9559.5789
HOMO-LUMO gap, Ha: 0.367
Energy above the lowest of the compared OMol25 structures with the same formula, charge and spin, kcal per mole: 13.89
Structure (SMILES): Cc1ccccc1.CC
2S+1: 1

Here are the Mulliken charges for atoms 1 to 5, given in e: C -1.425; C 0.771; C -0.517; C -0.439; C -0.338